No. 1
97
Properties=species:S:1:pos:R:3:forces:R:3 method="wB97M-V/def2-TZVPD" orbital_gap_ha=0.2812 spin_multiplicity=1 e_homo_ev=-7.3432 smiles="CCN[C@@]1(CN)OC(=O)[C@](CCCCl)(P(C)C)[C@]1(CCCCC(F)(F)C(F)(F)S(F)(F)(F)(F)F)CCC(N)=O.O=S1(=O)OCCO1.O=S1(=O)OCCO1" e_lumo_ev=0.3 total_charge=0 max_force_ev_per_a=3.45
C -0.906 3.825 0.952 0.394 -0.108 0.487
C 0.496 3.440 0.437 0.246 0.752 0.394
N 0.645 2.160 -0.234 -1.924 0.615 -0.495
C 0.258 0.943 0.382 0.361 -1.116 0.841
C 1.055 0.800 1.722 0.401 -0.136 0.676
N 0.429 1.508 2.858 0.189 -0.145 0.001
O -1.125 0.815 0.839 -0.349 0.994 0.556
C -1.177 -0.497 1.222 1.470 0.488 -3.081
O -1.470 -0.891 2.282 -1.027 -0.632 1.921
C -0.739 -1.269 -0.068 -2.563 -0.415 0.339
C -2.190 -1.288 -0.738 0.463 -0.178 0.209
C -2.352 -2.165 -1.985 -0.563 0.658 -0.245
C -3.188 -3.416 -1.791 0.330 -0.335 -0.381
Cl -4.938 -3.045 -1.622 0.252 0.001 0.119
P -0.381 -3.014 0.441 2.419 -0.399 1.373
C 0.017 -4.198 -0.917 -0.414 0.253 -0.536
C -1.683 -3.800 1.484 -0.629 0.194 0.030
C 0.314 -0.297 -0.634 2.395 1.800 -0.384
C 0.094 0.198 -2.113 -0.905 -0.896 0.130
C -1.206 0.795 -2.665 -0.588 0.268 -0.232
C -1.921 1.973 -1.997 -0.390 0.588 -1.259
C -2.983 2.548 -2.995 0.756 0.145 1.013
C -4.412 2.091 -2.745 0.662 0.340 -1.859
F -4.523 1.032 -1.951 -0.045 -0.365 1.058
F -4.869 1.632 -3.954 -0.323 0.085 -0.449
C -5.439 3.211 -2.388 -0.388 -1.224 0.585
F -6.620 2.803 -2.814 -1.118 -0.659 0.076
F -5.208 4.321 -3.029 0.939 1.227 -0.712
S -5.647 3.595 -0.559 -0.413 1.591 0.547
F -5.001 5.038 -0.745 0.216 0.070 -0.028
F -4.212 3.051 -0.197 0.174 -0.565 -0.038
F -6.337 2.215 -0.301 0.202 -0.645 -0.132
F -7.062 4.247 -0.865 -0.202 -0.019 -0.144
F -5.869 3.939 0.962 0.100 -0.030 0.227
C 1.884 -0.578 -0.704 0.386 -1.685 -0.489
C 2.609 -1.834 -0.158 -0.194 -0.882 0.334
C 2.904 -1.932 1.337 -0.678 0.031 -0.170
N 2.362 -2.914 2.203 0.056 0.096 0.208
O 3.698 -1.157 1.781 1.542 1.033 0.484
H -1.126 4.861 0.691 -0.133 -0.092 -0.162
H -1.707 3.163 0.644 0.027 0.046 -0.299
H -0.877 3.772 2.039 -0.145 -0.067 0.033
H 1.189 3.564 1.282 -0.025 -0.230 -0.005
H 0.803 4.218 -0.268 0.039 -0.279 -0.264
H 1.469 2.121 -0.808 -0.043 -0.379 0.050
H 1.281 -0.221 2.059 -0.193 -0.173 -0.665
H 2.020 1.290 1.591 0.097 -0.211 -0.144
H 1.126 1.424 3.602 -0.490 0.340 -0.355
H -0.377 0.991 3.196 -0.073 0.066 -0.249
H -2.572 -0.278 -0.860 0.076 -0.026 -0.292
H -2.834 -1.715 0.036 -0.028 -0.010 -0.030
H -2.886 -1.577 -2.737 -0.020 -0.122 -0.031
H -1.409 -2.415 -2.469 0.124 -0.130 0.231
H -2.890 -4.029 -0.944 -0.097 0.203 0.189
H -3.078 -4.040 -2.676 -0.223 -0.038 -0.048
H 0.859 -4.824 -0.624 0.004 0.131 0.239
H 0.333 -3.646 -1.806 -0.003 -0.060 0.001
H -0.791 -4.874 -1.210 -0.098 0.170 -0.012
H -2.557 -3.179 1.683 -0.001 0.050 -0.197
H -2.038 -4.769 1.123 0.124 0.095 -0.313
H -1.241 -3.982 2.463 0.107 0.041 -0.054
H 0.901 0.853 -2.422 0.138 0.130 0.329
H 0.280 -0.713 -2.697 -0.054 0.094 -0.115
H -1.975 0.053 -2.882 0.255 -0.143 0.158
H -0.960 1.163 -3.669 0.269 -0.060 0.055
H -1.219 2.788 -1.871 0.139 -0.080 0.590
H -2.453 1.741 -1.082 0.531 -0.046 0.294
H -2.921 3.635 -2.971 -0.248 0.039 0.125
H -2.699 2.280 -4.010 -0.282 -0.173 -0.095
H 2.489 0.258 -0.351 -0.440 0.212 0.331
H 2.173 -0.624 -1.764 -0.397 0.010 0.318
H 2.241 -2.796 -0.516 -0.476 0.222 -0.066
H 3.612 -1.779 -0.588 0.043 0.153 0.097
H 2.928 -2.867 3.050 0.125 0.079 -0.157
H 1.435 -2.621 2.502 -0.334 -0.537 -0.627
C 5.976 -1.043 -4.655 0.172 0.433 0.180
C 5.981 -1.850 -3.374 0.261 -0.431 -0.180
O 4.631 -1.778 -2.900 -0.134 0.414 -0.239
S 3.628 -1.706 -4.152 0.711 -0.034 -0.088
O 3.135 -3.008 -4.411 -0.322 0.025 -0.092
O 2.771 -0.591 -3.975 -0.224 -0.069 0.022
O 4.718 -1.346 -5.273 -0.077 -0.333 0.257
H 6.007 0.029 -4.450 0.025 -0.018 0.011
H 6.795 -1.309 -5.317 -0.175 -0.095 -0.145
H 6.667 -1.452 -2.631 -0.221 0.072 0.138
H 6.220 -2.898 -3.565 0.035 0.027 -0.010
C 2.185 -0.268 7.449 0.055 -0.457 -0.174
C 3.642 0.058 7.706 -0.052 0.191 0.470
O 4.049 0.810 6.557 -0.333 -0.154 -0.285
S 2.808 1.673 6.017 0.089 -0.359 0.372
O 2.910 2.991 6.521 -0.110 0.189 -0.155
O 2.650 1.405 4.632 0.474 0.138 0.230
O 1.653 0.908 6.829 0.308 0.221 0.080
H 2.081 -1.101 6.751 0.017 -0.007 0.027
H 1.641 -0.491 8.363 -0.118 0.211 -0.042
H 4.256 -0.832 7.814 0.106 0.066 -0.233
H 3.760 0.691 8.588 -0.023 -0.047 0.017


No. 2
8
Properties=species:S:1:pos:R:3:forces:R:3 method="wB97M-V/def2-TZVPD" orbital_gap_ha="0.2449 / 0.2625" spin_multiplicity=1 e_homo_ev="-3.9741 / -4.0696" e_lumo_ev="2.7 / 3.1" total_charge=-1 max_force_ev_per_a=4.39
C 1.049 1.004 0.602 -1.046 -3.356 0.786
C 0.257 -0.501 -0.153 1.850 3.950 0.468
O -1.643 -1.383 -1.518 -0.505 0.014 -0.800
O -2.291 -0.298 0.609 0.838 0.665 -1.487
F 0.821 1.102 1.972 0.125 0.084 -1.517
F 2.379 0.788 0.491 -0.140 0.502 -0.054
F 0.929 -0.520 -1.332 0.216 -0.559 0.317
S -1.501 -0.191 -0.671 -1.339 -1.300 2.287


No. 3
23
Properties=species:S:1:pos:R:3:forces:R:3 method="wB97M-V/def2-TZVPD" orbital_gap_ha=0.3433 spin_multiplicity=1 e_homo_ev=-8.9013 e_lumo_ev=0.4 total_charge=0 max_force_ev_per_a=3.71
C 1.394 2.534 -0.045 -0.068 0.003 -0.084
C -0.777 -1.233 -1.800 -0.192 0.035 -0.086
C -0.784 -2.408 0.427 -0.164 -0.095 0.206
C 0.170 0.440 1.788 0.226 0.000 0.134
C 0.358 1.506 -0.507 0.327 0.128 -0.152
C -0.921 -1.113 -0.310 1.830 2.945 0.777
C 0.403 0.252 0.316 -1.971 -3.049 -0.787
I -2.843 -0.186 0.158 0.270 -0.226 -0.107
I 2.293 -0.803 0.001 -0.198 0.196 0.071
H 1.162 2.919 0.946 -0.006 0.047 0.063
H 1.418 3.371 -0.738 -0.014 0.108 -0.017
H 2.391 2.093 -0.018 0.012 0.049 0.000
H -0.907 -0.275 -2.300 -0.005 0.000 -0.017
H -1.529 -1.920 -2.194 -0.018 -0.014 -0.020
H 0.205 -1.632 -2.053 0.119 -0.027 0.049
H 0.188 -2.858 0.231 0.096 0.026 -0.027
H -0.918 -2.297 1.502 0.029 -0.006 -0.026
H -1.549 -3.101 0.066 0.010 0.022 0.039
H -0.724 1.038 1.957 -0.088 0.025 -0.056
H 1.012 0.958 2.249 0.016 0.031 0.021
H 0.055 -0.513 2.301 0.006 -0.025 0.019
H 0.542 1.281 -1.559 -0.108 -0.053 0.024
H -0.638 1.947 -0.418 -0.111 -0.120 -0.023


No. 4
46
Properties=species:S:1:pos:R:3:forces:R:3 method="wB97M-V/def2-TZVPD" orbital_gap_ha="0.2134 / 0.2731" spin_multiplicity=3 e_homo_ev="-3.4098 / -5.2504" e_lumo_ev="2.4 / 2.2" total_charge=-1 max_force_ev_per_a=0.10
Ti 0.405 -0.300 -0.857 0.051 -0.081 -0.040
N 1.196 4.003 -0.432 0.030 0.003 -0.001
C 1.289 2.625 -0.468 -0.006 -0.026 -0.012
S 0.993 1.842 -2.010 -0.015 0.028 -0.032
N 1.629 2.015 0.623 0.002 -0.018 -0.002
N 1.674 0.647 0.431 -0.053 -0.019 0.002
C 2.606 -0.041 1.060 0.045 -0.010 0.004
C 2.824 -1.348 0.578 0.038 0.011 0.005
C 3.761 -2.250 1.130 -0.016 -0.007 -0.001
C 3.957 -3.466 0.544 -0.001 -0.004 -0.004
C 3.210 -3.804 -0.607 -0.001 0.014 0.008
C 2.299 -2.898 -1.081 -0.004 -0.026 -0.009
N 2.084 -1.689 -0.530 -0.013 0.047 0.030
H 0.530 4.373 -1.092 0.002 0.003 0.003
H 1.064 4.358 0.505 -0.013 -0.002 0.001
H 3.235 0.417 1.815 -0.028 0.029 0.005
H 4.309 -1.953 2.015 0.000 0.000 0.000
H 4.674 -4.165 0.956 0.000 0.000 0.001
H 3.333 -4.755 -1.104 0.000 -0.001 -0.001
H 1.693 -3.134 -1.948 -0.003 0.005 0.001
Cl -0.607 -1.836 -2.922 0.021 0.022 0.000
C -1.079 -2.754 -1.480 -0.016 -0.039 0.037
C -0.679 -2.189 -0.294 -0.023 0.082 -0.026
C -1.017 -2.894 0.845 -0.014 -0.037 -0.025
Cl -0.534 -2.237 2.386 0.002 0.005 0.010
C -1.716 -4.098 0.801 0.005 0.006 0.013
Cl -2.114 -4.951 2.250 0.002 0.004 -0.011
C -2.099 -4.625 -0.436 -0.003 -0.015 0.030
Cl -2.963 -6.119 -0.518 0.005 0.011 -0.007
C -1.777 -3.945 -1.607 0.004 0.006 -0.053
Cl -2.223 -4.570 -3.153 0.002 0.004 0.017
O -1.549 1.684 1.930 0.004 -0.007 -0.009
C -1.790 2.780 1.189 -0.003 0.006 -0.011
C -1.790 4.012 1.847 0.000 0.003 -0.001
C -2.042 5.178 1.150 -0.003 0.004 0.006
C -2.312 5.142 -0.217 -0.002 -0.002 -0.014
C -2.326 3.920 -0.864 -0.008 0.008 0.011
C -2.062 2.733 -0.186 -0.015 0.000 0.007
C -2.038 1.458 -0.981 0.042 0.030 0.007
O -2.577 1.379 -2.064 -0.021 -0.006 0.004
O -1.388 0.466 -0.407 0.005 -0.020 0.055
H -1.433 0.939 1.304 0.000 -0.003 0.004
H -1.579 4.022 2.909 0.003 0.001 -0.001
H -2.030 6.126 1.675 0.002 -0.003 0.003
H -2.509 6.056 -0.762 -0.002 -0.001 0.000
H -2.533 3.845 -1.924 0.001 -0.004 -0.001